DFT (ωB97M-V/def2-TZVPD) results for the ion C4H6O2PS with charge -1.

Computed properties:
Relative energy (zero: lowest compared OMol25 entry of this formula, charge and spin)   0.0 kcal per mole
HOMO   -0.1523 hartree
SMILES   C#C[P@]([O-])(=S)OCC
LUMO level   3.7 eV
Gap between HOMO and LUMO   7.83 eV
Total charge   -1

Each line ends with the natural charge from an NBO analysis.
Geometry (Å):
C (-1.905, 0.571, -3.177)  -0.270
C (-1.432, 0.188, -2.125)  -0.369
P (-1.175, -0.732, -0.597)  1.805
O (-0.541, -2.186, -0.720)  -1.121
S (-2.939, -0.572, 0.253)  -0.731
O (0.092, 0.215, -0.070)  -0.813
C (0.564, -0.093, 1.227)  -0.084
C (1.990, 0.442, 1.390)  -0.633
H (-2.263, 1.347, -3.849)  0.218
H (-0.124, 0.452, 1.846)  0.175
H (0.377, -1.147, 1.365)  0.209
H (2.230, 1.478, 1.138)  0.214
H (2.237, 0.101, 2.442)  0.198
H (2.891, -0.064, 0.878)  0.202

***

DFT (ωB97M-V/def2-TZVPD) results for an isolated molecule of C16H25N3.

Computed properties:
HOMO   -0.2899 hartree
SMILES   CC(C)CCCN1C(Nc2ccccc2)=NC[C@@H]1C
LUMO level   0.8 eV
Gap between HOMO and LUMO   8.68 eV

Each line ends with the natural charge from an NBO analysis.
Geometry (Å):
C (-2.170, 0.176, 1.751)  -0.604
C (-1.077, 1.243, 1.724)  -0.227
C (-0.910, 1.836, 3.123)  -0.599
C (-1.397, 2.368, 0.731)  -0.396
C (-1.376, 1.960, -0.742)  -0.399
C (0.027, 1.890, -1.371)  -0.218
N (0.980, 1.062, -0.674)  -0.461
C (1.089, -0.315, -0.810)  0.589
N (0.007, -1.010, -1.255)  -0.614
C (-0.165, -2.383, -1.345)  0.246
C (0.827, -3.289, -0.980)  -0.285
C (0.589, -4.646, -1.089)  -0.185
C (-0.626, -5.120, -1.559)  -0.245
C (-1.613, -4.219, -1.922)  -0.195
C (-1.388, -2.860, -1.817)  -0.280
N (2.214, -0.820, -0.468)  -0.561
C (3.084, 0.263, -0.070)  -0.229
C (2.314, 1.570, -0.376)  -0.044
C (2.329, 2.550, 0.789)  -0.611
H (-3.135, 0.624, 1.983)  0.198
H (-2.249, -0.344, 0.800)  0.201
H (-1.946, -0.567, 2.512)  0.214
H (-0.138, 0.767, 1.431)  0.212
H (-0.122, 2.586, 3.137)  0.203
H (-1.836, 2.308, 3.447)  0.200
H (-0.654, 1.058, 3.839)  0.209
H (-2.391, 2.757, 0.968)  0.204
H (-0.686, 3.183, 0.878)  0.200
H (-1.933, 2.702, -1.321)  0.213
H (-1.904, 1.012, -0.855)  0.185
H (-0.076, 1.565, -2.420)  0.187
H (0.439, 2.902, -1.386)  0.210
H (-0.783, -0.455, -1.545)  0.396
H (1.766, -2.904, -0.620)  0.268
H (1.363, -5.343, -0.804)  0.211
H (-0.803, -6.181, -1.641)  0.210
H (-2.564, -4.575, -2.290)  0.212
H (-2.163, -2.161, -2.103)  0.200
H (4.029, 0.192, -0.614)  0.198
H (3.302, 0.174, 1.000)  0.184
H (2.729, 2.068, -1.268)  0.174
H (1.747, 3.441, 0.557)  0.203
H (3.353, 2.854, 0.993)  0.216
H (1.916, 2.084, 1.680)  0.211

***

DFT (ωB97M-V/def2-TZVPD) results for a cluster of 3 separate species, C26H29Br2F12NO10S in total.

Computed properties:
HOMO   -0.3537 hartree
SMILES   [H]/N=C\C[C@]1(S)C(=O)O[C@](CCOCC)(C(=O)C(F)(F)C(F)(F)C(F)(F)C(=O)O)[C@@H]1/C(Br)=C(/C)Br.CCOC(=O)C(F)(F)F.CCOC(=O)C(F)(F)F
LUMO level   -0.4 eV
Gap between HOMO and LUMO   9.22 eV

Each line ends with the Löwdin charge.
Geometry (Å):
H (1.560, -3.294, 2.081)  0.057
N (0.558, -3.506, 2.090)  0.112
C (0.073, -3.423, 0.929)  -0.288
C (0.810, -3.012, -0.323)  -0.194
C (0.735, -4.012, -1.476)  -0.519
S (1.040, -5.693, -0.691)  0.902
C (1.839, -3.913, -2.505)  -0.522
O (2.973, -3.620, -2.348)  0.177
O (1.337, -4.280, -3.725)  0.063
C (-0.050, -3.982, -3.826)  -0.274
C (-0.766, -5.039, -4.718)  -0.039
C (-0.189, -6.447, -4.634)  -0.194
O (-0.838, -7.165, -3.600)  -0.194
C (-0.270, -8.448, -3.368)  -0.261
C (-0.644, -8.932, -1.967)  -0.069
C (-0.328, -2.645, -4.534)  -0.233
O (-1.449, -2.384, -4.849)  0.134
C (0.757, -1.631, -5.029)  -0.345
F (0.531, -1.514, -6.355)  0.152
F (2.021, -2.053, -4.870)  0.160
C (0.683, -0.190, -4.436)  -0.373
F (-0.589, 0.213, -4.342)  0.130
F (1.313, 0.617, -5.294)  0.177
C (1.386, -0.071, -3.049)  -0.346
F (1.344, -1.277, -2.436)  0.103
F (2.676, 0.255, -3.234)  0.172
C (0.763, 1.032, -2.156)  -0.415
O (0.604, 2.123, -2.583)  0.214
O (0.540, 0.650, -0.874)  0.076
C (-0.577, -4.119, -2.334)  -0.239
C (-1.795, -3.360, -1.907)  -0.585
Br (-1.794, -1.451, -1.987)  1.019
C (-2.929, -3.892, -1.448)  -0.733
C (-4.150, -3.138, -0.995)  -0.164
Br (-3.115, -5.771, -1.324)  0.864
H (-0.997, -3.637, 0.824)  0.109
H (0.405, -2.046, -0.633)  0.053
H (1.869, -2.864, -0.082)  0.131
H (1.994, -6.120, -1.530)  -0.092
H (-0.690, -4.722, -5.764)  0.134
H (-1.829, -5.046, -4.462)  0.141
H (0.895, -6.439, -4.473)  0.126
H (-0.367, -6.950, -5.597)  0.134
H (-0.657, -9.145, -4.125)  0.121
H (0.820, -8.399, -3.497)  0.115
H (0.202, -9.394, -1.456)  0.075
H (-0.961, -8.067, -1.377)  0.031
H (-1.486, -9.626, -1.999)  0.073
H (-0.397, 0.467, -0.710)  0.077
H (-0.825, -5.182, -2.295)  0.045
H (-3.868, -2.278, -0.380)  0.055
H (-4.729, -2.796, -1.858)  0.094
H (-4.779, -3.783, -0.382)  0.059
C (0.611, 3.025, 1.117)  -0.062
C (1.044, 4.335, 1.731)  -0.182
O (0.523, 4.490, 3.073)  0.031
C (1.196, 3.874, 4.032)  -0.403
O (2.184, 3.211, 3.924)  0.174
C (0.535, 4.173, 5.398)  -0.541
F (-0.796, 4.053, 5.337)  0.166
F (0.820, 5.435, 5.765)  0.148
F (0.992, 3.350, 6.332)  0.180
H (-0.477, 2.945, 1.136)  0.089
H (0.948, 2.977, 0.084)  0.065
H (1.027, 2.178, 1.663)  0.083
H (0.641, 5.182, 1.181)  0.127
H (2.129, 4.429, 1.757)  0.127
C (0.558, 8.535, 5.644)  -0.059
C (-0.656, 9.153, 6.298)  -0.186
O (-0.309, 10.347, 7.036)  0.034
C (-0.193, 11.457, 6.324)  -0.403
O (-0.347, 11.586, 5.145)  0.169
C (0.141, 12.642, 7.259)  -0.547
F (1.094, 12.317, 8.140)  0.166
F (-0.956, 13.000, 7.942)  0.164
F (0.558, 13.688, 6.553)  0.173
H (1.330, 8.330, 6.386)  0.088
H (0.277, 7.606, 5.155)  0.064
H (0.977, 9.206, 4.893)  0.082
H (-1.084, 8.485, 7.042)  0.127
H (-1.429, 9.394, 5.569)  0.126

***

DFT (ωB97M-V/def2-TZVPD) results for an isolated molecule of C6H9N.

Computed properties:
Relative energy (zero: lowest compared OMol25 entry of this formula, charge and spin)   101.7 kcal per mole
HOMO   -0.2623 hartree
LUMO level   1.0 eV
Gap between HOMO and LUMO   8.10 eV

Each line ends with the natural charge from an NBO analysis.
Geometry (Å):
C (-0.063, 1.732, -0.899)  -0.648
C (-0.438, 0.281, -0.921)  0.358
C (-1.389, -0.394, -0.011)  -0.566
C (-0.125, -0.861, 0.446)  0.128
C (0.344, -0.871, 1.871)  -0.651
C (0.787, -0.954, -0.639)  -0.180
N (0.128, -0.581, -1.883)  -0.605
H (-0.859, 2.304, -1.393)  0.238
H (0.008, 2.100, 0.129)  0.223
H (0.868, 1.909, -1.440)  0.234
H (-1.936, 0.205, 0.718)  0.201
H (1.258, -1.462, 1.993)  0.222
H (-0.439, -1.278, 2.518)  0.235
H (0.552, 0.153, 2.208)  0.233
H (1.871, -0.990, -0.571)  0.216
H (-0.568, -1.293, -2.127)  0.361

***

DFT (ωB97M-V/def2-TZVPD) results for a structure of composition C44H39FeN5O2SbSe.

Computed properties:
HOMO (spin up / spin down)   -0.2787 / -0.2763 hartree
Spin multiplicity   6
LUMO level (spin up / spin down)   -0.5 / -1.4 eV
Gap between HOMO and LUMO (spin up / spin down)   7.13 / 6.10 eV

Each line ends with the Löwdin charge.
Geometry (Å):
Fe (-1.092, 0.147, 1.007)  0.840
O (-1.095, -1.169, -0.602)  -0.288
C (-2.319, -1.548, -0.761)  -0.375
C (-2.630, -2.845, -1.213)  -0.002
C (-3.937, -3.249, -1.343)  -0.067
C (-4.985, -2.392, -1.012)  -0.090
C (-4.708, -1.124, -0.556)  -0.026
C (-3.391, -0.665, -0.447)  -0.160
C (-3.123, 0.692, -0.073)  -0.121
N (-2.050, 1.357, -0.362)  -0.118
C (-2.038, 2.781, -0.140)  -0.171
C (-1.315, 3.064, 1.187)  -0.190
N (-1.668, 1.999, 2.073)  -0.054
C (-1.860, 2.185, 3.324)  -0.071
C (-2.202, 1.132, 4.225)  -0.177
C (-2.269, 1.362, 5.603)  -0.065
C (-2.505, 0.336, 6.488)  -0.102
C (-2.676, -0.964, 6.006)  -0.083
C (-2.636, -1.225, 4.662)  -0.019
C (-2.420, -0.191, 3.713)  -0.360
O (-2.413, -0.430, 2.458)  -0.138
H (-1.814, -3.508, -1.461)  0.118
H (-4.150, -4.247, -1.701)  0.108
H (-6.009, -2.719, -1.118)  0.100
H (-5.514, -0.451, -0.303)  0.115
H (-3.987, 1.233, 0.337)  0.149
H (-3.062, 3.176, -0.105)  0.122
H (-1.509, 3.255, -0.970)  0.117
H (-1.575, 4.056, 1.580)  0.129
H (-0.233, 3.027, 1.017)  0.090
H (-1.708, 3.177, 3.768)  0.143
H (-2.116, 2.367, 5.971)  0.112
H (-2.552, 0.527, 7.549)  0.098
H (-2.835, -1.775, 6.702)  0.105
H (-2.772, -2.229, 4.291)  0.105
C (2.903, 2.802, 1.041)  -0.073
C (2.471, 3.403, -0.265)  -0.321
C (2.843, 4.719, -0.536)  -0.052
C (2.428, 5.369, -1.682)  -0.082
C (1.613, 4.707, -2.585)  -0.085
C (1.242, 3.400, -2.331)  -0.140
C (1.684, 2.728, -1.198)  -0.290
Sb (0.883, 0.682, -0.949)  1.687
C (0.213, 0.489, -3.035)  -0.280
C (-1.163, 0.489, -3.212)  -0.130
C (-1.737, 0.358, -4.464)  -0.080
C (-0.921, 0.209, -5.571)  -0.082
C (0.451, 0.216, -5.406)  -0.053
C (1.040, 0.366, -4.154)  -0.296
C (2.535, 0.407, -4.086)  -0.044
C (2.747, -0.489, -1.120)  -0.302
C (3.963, 0.169, -0.990)  -0.137
C (5.159, -0.526, -1.014)  -0.079
C (5.147, -1.902, -1.159)  -0.080
C (3.942, -2.560, -1.310)  -0.054
C (2.732, -1.871, -1.302)  -0.328
C (1.478, -2.641, -1.568)  -0.057
H (3.910, 3.129, 1.299)  0.087
H (2.872, 1.715, 1.024)  0.038
H (2.233, 3.136, 1.836)  0.080
H (3.464, 5.244, 0.177)  0.112
H (2.729, 6.389, -1.865)  0.102
H (1.264, 5.204, -3.478)  0.102
H (0.600, 2.888, -3.036)  0.085
H (-1.807, 0.602, -2.354)  0.061
H (-2.814, 0.370, -4.569)  0.102
H (-1.348, 0.098, -6.558)  0.102
H (1.090, 0.109, -6.272)  0.109
H (2.943, 0.650, -5.064)  0.081
H (2.934, -0.560, -3.788)  0.082
H (2.877, 1.149, -3.369)  0.063
H (3.981, 1.244, -0.897)  0.083
H (6.095, 0.006, -0.925)  0.103
H (6.071, -2.460, -1.163)  0.102
H (3.929, -3.634, -1.446)  0.113
H (1.551, -3.652, -1.174)  0.080
H (1.322, -2.719, -2.645)  0.097
H (0.606, -2.154, -1.144)  0.026
Se (1.057, -0.092, 4.771)  0.675
C (0.781, 0.488, 3.170)  -0.948
N (0.601, 0.824, 2.060)  -0.065
N (1.525, -6.827, 2.253)  0.178
C (1.146, -5.754, 2.120)  -0.175
C (0.670, -4.433, 1.958)  -0.207
C (-0.698, -4.159, 1.977)  0.029
C (-1.111, -2.849, 1.840)  -0.097
N (-0.273, -1.827, 1.689)  0.030
C (1.027, -2.095, 1.650)  -0.136
C (1.553, -3.366, 1.782)  0.022
H (-1.413, -4.956, 2.106)  0.125
H (-2.160, -2.598, 1.852)  0.114
H (1.688, -1.251, 1.529)  0.095
H (2.620, -3.522, 1.758)  0.131

***

DFT (ωB97M-V/def2-TZVPD) results for an isolated molecule of C4H10O2.

Computed properties:
Relative energy (zero: lowest compared OMol25 entry of this formula, charge and spin)   14.1 kcal per mole
HOMO   -0.3719 hartree
SMILES   CC[C@@H](O)CO
LUMO level   0.8 eV
Gap between HOMO and LUMO   10.92 eV

Each line ends with the natural charge from an NBO analysis.
Geometry (Å):
C (-2.162, -0.628, -0.037)  -0.606
C (-1.024, 0.298, 0.382)  -0.409
C (0.337, -0.287, 0.035)  0.076
O (0.366, -0.556, -1.351)  -0.727
C (1.486, 0.659, 0.369)  -0.083
O (2.670, 0.093, -0.187)  -0.738
H (-3.139, -0.176, 0.164)  0.207
H (-2.092, -0.845, -1.106)  0.224
H (-2.112, -1.580, 0.504)  0.201
H (-1.127, 1.267, -0.126)  0.200
H (-1.063, 0.493, 1.462)  0.202
H (0.482, -1.223, 0.605)  0.154
H (1.299, -0.743, -1.542)  0.484
H (1.593, 0.782, 1.456)  0.169
H (1.277, 1.642, -0.076)  0.167
H (3.208, 0.803, -0.552)  0.478